(1)
Formula: C52H47BrFGaN4O8S2Si
Source: the OMol25 dataset
Level of theory: ωB97M-V/def2-TZVPD

Its frontier orbital gap is 6.44 eV. Its charge is -2. The total energy comes out at -231721.007 eV. The energy above the lowest of the compared OMol25 structures with the same formula, charge and spin is 0.037 eV.

Each line ends with the Mulliken charge.
Atoms and positions in Å:
C -2.0139 -2.1552 3.4607  -1.599
H -4.6275 -5.9657 -2.0465  0.396
H -3.0968 0.3559 -2.5749  0.384
H 3.2365 4.1532 -7.8882  0.220
C -3.6658 -3.8742 2.6621  -2.093
H 1.8075 3.6444 2.9192  0.458
C -3.4065 -3.1324 -0.5984  0.247
H 4.3111 -0.1850 -0.5292  0.537
H -1.9483 5.5540 -1.1599  0.498
H 6.2925 -0.6184 0.3125  0.549
C 0.2571 -3.3645 -0.4851  -0.296
C -4.8794 4.7649 -2.6579  -0.488
H -6.1912 -4.3251 -3.0403  0.345
N 4.5769 -0.9983 1.3713  0.308
C -5.2909 -2.6437 -2.0486  -1.008
C -1.3918 2.8032 3.6349  -0.829
S -1.4535 3.3108 -3.7507  -0.283
C 1.4174 -4.1078 -0.6522  -0.441
C -4.1042 -1.4504 2.2820  -1.766
H -3.3482 1.9929 -4.6342  0.452
C 6.0111 -0.7362 1.3600  -0.234
H 2.6266 -5.7180 0.1061  0.367
H 6.5375 -2.8108 1.2993  0.330
H 0.0532 -2.5301 -1.1491  0.101
H -5.9738 -1.9148 -2.4690  0.506
C -5.4140 -3.9911 -2.3621  -0.467
C -1.6661 2.0300 2.5108  0.686
H 4.7059 -3.5391 5.1707  0.467
C -3.7630 5.5147 -2.3186  -0.638
C -5.0892 3.5212 -2.0770  -0.247
O -5.4155 1.0471 -0.5018  -0.756
C 1.7796 5.2010 -4.3747  -0.416
C 4.1313 -2.9991 4.4272  -0.657
H -3.6916 -0.4711 2.0314  0.218
C -4.2930 -2.2189 -1.1788  -0.237
H -2.5586 -1.9298 4.3868  0.526
H 7.4034 0.7201 2.1721  0.410
H -0.9491 -4.8802 2.2858  -0.008
H -4.4239 -4.1309 1.9188  0.389
H -4.6099 -1.3801 3.2541  0.499
H 7.8211 -1.7600 1.9056  0.462
N -1.4803 1.5351 -1.9055  0.684
O 0.5844 -0.6424 1.8571  -0.337
C -4.1990 2.9942 -1.1435  0.170
C -0.1403 3.3853 3.7897  -0.745
C 6.7453 -1.9443 1.9324  -1.059
C -2.4840 1.2206 -2.7857  -1.172
H -4.8564 -1.6772 1.5233  0.301
H 3.4348 1.8144 -5.1875  0.337
C 2.4027 5.0134 -5.5998  -0.744
C -4.3315 1.6313 -0.4548  0.099
C -2.8544 5.0140 -1.4018  -0.501
O 0.1153 5.5854 -2.0561  -0.773
S 0.9808 4.4370 -1.8655  1.432
H 2.0978 -3.8693 -1.4619  0.407
H -1.3257 -2.9785 3.6769  0.258
O 0.5076 -0.0285 -0.9196  -0.189
Si -2.1486 -2.4855 0.6534  -0.458
C 4.7704 -2.2981 3.4217  1.041
Br -6.6213 2.5877 -2.7316  -0.194
H 1.0911 -6.2034 1.9859  0.411
H 5.8815 1.4091 1.5756  0.401
O -3.2567 1.1752 0.0396  0.080
H 1.2856 6.1326 -4.1326  0.473
C -0.8036 2.6278 -2.2552  0.559
C 0.5518 2.4028 1.7030  0.269
H 3.6811 2.6258 -7.4160  0.237
H 0.0727 4.0049 4.6540  0.319
C 2.5928 -1.6514 2.5529  0.356
C 2.9933 3.7898 -5.9047  1.236
H 2.4253 5.8150 -6.3312  0.261
H 1.3177 2.2779 0.9441  0.593
N 0.1890 3.1133 -1.5179  0.053
C -0.6356 -3.6276 0.5637  0.694
H 6.6360 -1.4453 4.0254  0.364
C 1.7578 4.1722 -3.4455  -0.719
H -4.2256 -1.1649 -0.9212  0.556
H 6.7043 -3.1693 3.7160  0.447
C -0.7011 1.8157 1.5240  0.922
C 1.7663 -0.1134 -0.9401  -0.415
C 2.4431 -0.5139 0.3594  -0.070
H -4.1599 -3.8218 3.6415  0.502
C 1.7168 -5.1413 0.2293  -0.613
C 2.3599 2.9555 -3.7308  -0.225
C 3.7946 -0.5384 0.3546  -0.277
C -0.3055 -4.6612 1.4422  -0.016
Ga -1.1329 0.6804 -0.0298  -0.489
H -2.9476 -4.6974 2.7001  0.262
H -3.5981 6.4767 -2.7892  0.370
C 1.9681 -2.3536 3.5808  -0.167
C -4.5382 -4.9132 -1.8007  -0.796
H 5.9053 0.5429 3.1080  0.330
C -3.0053 -2.5266 2.3469  2.752
C 0.8314 3.1832 2.8170  -1.041
H -2.1604 2.9583 4.3843  0.407
C 2.7457 -3.0236 4.4846  0.076
H 0.8860 -2.3488 3.6369  0.442
H -2.3751 3.3737 -0.1181  0.369
O 2.4897 0.0356 -1.9315  -0.929
H -5.5875 5.1309 -3.3893  0.382
C 0.8536 -5.4158 1.2794  -0.736
N 3.6337 3.5965 -7.1468  -0.635
C 3.9869 -1.6409 2.4564  -0.836
O 2.0472 4.5689 -0.9025  -0.809
O -1.6940 -1.0345 0.2353  -0.247
C 6.2774 -2.2320 3.3542  -1.417
H -2.8619 -5.2108 -0.5006  0.286
F 2.1616 -3.7414 5.4784  -0.410
H -1.4168 -1.2778 3.1964  0.175
H 2.3250 2.1486 -3.0059  0.545
C -2.6276 2.0442 -3.8364  -0.378
C 6.3248 0.5631 2.1009  -1.481
H -2.6534 1.6001 2.3884  0.086
C -3.0831 3.7723 -0.8298  0.095
C 2.9746 2.7698 -4.9571  -0.891
C -3.5475 -4.4832 -0.9263  -0.394
C 1.7450 -0.8886 1.5851  1.234

=====

(2)
Formula: C52H47BrN13O2STl
Source: the OMol25 dataset
Level of theory: ωB97M-V/def2-TZVPD

Its frontier orbital gap is 6.87 eV. The total energy comes out at -163723.532 eV. The energy above the lowest of the compared OMol25 structures with the same formula, charge and spin is 1.335 eV.

Each line ends with the Mulliken charge.
Atoms and positions in Å:
C -2.2463 3.7641 0.3637  -1.571
C -1.8731 3.1455 1.5289  -0.481
H 3.6507 4.7123 5.2742  0.292
H 2.0413 0.1461 5.1092  0.376
C 2.3942 -1.8852 0.0468  -1.468
H 3.1686 1.3443 -2.9264  0.540
H 5.0741 -0.7951 3.2466  0.203
H 2.3439 -6.1474 1.6315  0.419
O -1.8721 -0.5109 0.4791  -0.137
H 1.7432 2.7616 -2.1206  0.341
H -3.7104 -5.7318 0.2755  0.373
N -0.8460 2.3091 1.2469  0.774
H 2.5377 -2.0225 -3.2393  0.458
C -1.5472 -2.8602 -1.6656  0.357
H -0.2668 -5.1954 -2.4406  0.558
C -0.0295 1.6418 2.2197  -0.641
C 0.5687 -2.5102 1.4439  0.767
C -3.5987 -0.4018 -5.8197  -1.191
C -5.1188 0.7056 1.4096  -0.701
H -1.9872 2.4980 -6.0870  0.445
N 0.1660 1.7079 -3.0116  0.254
H -3.1770 1.0955 -8.5000  0.292
H -1.3950 3.8832 -4.8188  0.448
H -3.2848 -1.8443 -4.3055  0.389
H 2.0567 -0.8972 2.9248  0.715
H -3.9631 2.4221 -7.6441  0.375
N -4.2419 -0.3024 3.8589  -0.713
H 5.3551 4.3665 5.6075  0.367
C 4.5934 3.4458 3.8389  0.821
H -6.1459 0.0784 4.5717  0.411
C -4.2108 -2.6691 -1.0345  -0.894
N 2.4666 -0.0211 -1.5092  0.818
C -5.9602 0.6327 2.5015  -0.201
C -2.8519 0.2968 0.3991  0.855
H -0.3420 -2.2314 1.9615  0.196
C -2.1191 -0.0991 -3.8703  1.406
C 5.1111 1.3078 2.9515  1.078
C -3.8285 1.3393 -7.6556  -1.643
H 6.5592 -0.0239 3.8429  0.412
H -0.4880 3.2057 3.6050  0.573
C -3.6115 -1.6983 -1.8145  -0.427
H -5.1875 -4.7567 0.3244  0.402
C 0.7691 2.4728 5.8713  -1.461
C -2.3242 1.5673 -5.6487  -0.524
C 0.4297 3.8689 -3.5559  -1.468
C 0.0282 2.2623 3.4693  -0.050
C 4.6343 4.5719 4.8204  -1.439
H -3.0460 4.4732 0.2259  0.436
C 5.8130 -0.0142 3.0496  -1.193
H 1.5197 3.2698 5.8792  0.057
C 1.2565 -1.5085 0.7562  -0.197
C -2.2478 -1.7323 -2.1173  -0.733
C 0.9191 2.7915 -2.8197  -0.081
Tl -0.1427 0.2082 -1.2028  2.073
S 2.5863 2.9528 0.5148  -0.471
C -0.6874 3.3756 -4.1880  -0.278
H 5.9411 2.1159 4.8054  0.363
C 1.4427 -0.0192 3.0714  -0.553
H -2.2894 3.2187 2.5184  0.467
H -1.3993 3.4101 -1.6640  0.139
H -4.2993 -1.0395 -6.3503  0.369
H -1.5292 -4.6288 -0.4691  0.445
C 3.6439 2.6489 1.7555  -0.390
C 0.7351 1.7564 4.5413  0.221
N 0.8311 -0.1742 0.7450  0.518
C -3.4341 -0.2573 2.7948  -0.171
H -4.7994 0.8821 -7.8504  0.391
N 0.6459 -2.0813 -2.3574  0.281
C -2.1399 -3.8148 -0.8509  -0.632
C 4.4468 -0.8511 -0.8992  -0.542
C 1.0255 -3.8150 1.4564  -0.978
H -5.2660 -2.5787 -0.7937  0.354
H -4.1880 -0.8517 -2.1591  0.575
H 2.2069 -4.7305 -3.5354  0.467
C -1.3951 3.2253 -0.6023  -0.234
C 2.1789 -4.1808 0.7656  0.477
C 1.6982 -2.6352 -2.9396  -0.424
H 0.4662 -4.5721 1.9992  0.411
C 3.4205 0.5938 -2.1923  -0.828
H 5.1073 -1.4824 -0.3259  0.516
C 4.6943 0.1088 -1.8461  -1.579
C 2.8463 -3.1980 0.0515  -0.212
H -3.8886 -4.4531 1.4789  0.277
C 0.6988 0.4605 1.9649  0.172
H 5.6498 0.4396 -2.2204  0.480
H 1.0175 1.7821 6.6783  0.399
H 4.9102 5.5037 4.3226  0.380
N 3.7959 3.5947 2.7601  0.108
C -1.7711 1.1490 -4.4343  0.108
C 0.2962 -4.2806 -2.5370  -0.152
N -0.5473 2.3529 -0.0706  0.782
H 6.2848 -0.2469 2.0948  0.255
H 2.2538 -6.1388 -0.1307  0.237
H -5.4364 1.1204 0.4616  0.600
N -0.2033 -3.0965 -2.1036  0.555
C -4.1027 -4.7258 0.4409  -1.612
C -3.2566 0.8404 -6.3508  0.006
Br -7.7551 1.2250 2.3726  -0.200
H 3.7461 -5.6585 0.6724  0.385
N 4.3318 1.4791 1.9093  -0.032
C -3.4790 -3.7296 -0.5064  0.530
C 5.2881 2.2856 3.9610  -1.054
C 1.5319 -4.0247 -3.0772  -1.615
C -3.0353 -0.8523 -4.6508  -0.641
H -2.4204 -0.6214 2.9263  0.701
H -0.1954 2.9277 6.1024  0.404
C 2.6582 -5.6083 0.7376  -1.599
N -1.5626 -0.6705 -2.7493  0.591
C 1.4500 0.5854 4.3105  -1.136
H 0.8187 4.8728 -3.6006  0.450
H 3.2535 4.4356 2.6304  0.319
C -3.8253 0.2358 1.5556  -0.098
N 3.1066 -0.9109 -0.7216  1.333
N -0.8259 2.0727 -3.8533  -0.199
C -5.4940 0.1303 3.7061  -0.360
O -3.0371 1.1713 -0.4633  -0.651
H 3.7182 -3.4618 -0.5396  0.505

=====

One value per record, in order, for LUMO: 3.529, 0.184 eV.